[1]
15
Properties=species:S:1:pos:R:3 method="wB97M-V/def2-TZVPD" homo_lumo_gap_ev=7.41 multiplicity=1 largest_force_ha_per_bohr=0.020 total_charge=-1 e_above_lowest_kj_mol=165.9
O 0.5228 2.6915 -2.3588
O -0.2055 -1.5311 1.2420
O 0.9092 -0.4837 3.3578
N -0.3417 0.6896 -1.7170
C -0.6502 -0.4775 0.5116
C 0.6272 1.6127 -1.7826
C -0.2680 -0.5786 -0.9931
H 0.8208 -1.2807 3.8864
H 1.5274 1.3365 -1.2644
H 0.4952 -0.7990 2.4898
H 0.7240 -1.0103 -1.1491
H -1.2170 0.9860 -2.1184
H -0.2274 0.5056 0.8165
H -0.9703 -1.2611 -1.4712
H -1.7465 -0.3998 0.5505

[2]
15
Properties=species:S:1:pos:R:3 method="wB97M-V/def2-TZVPD" homo_lumo_gap_ev=8.41 multiplicity=1 largest_force_ha_per_bohr=0.035 total_charge=-1 e_above_lowest_kj_mol=57.4
O 1.0089 1.5366 1.4851
O -0.4321 -0.1750 3.4419
O -1.1005 0.9823 1.0357
N 0.0215 -1.3936 -2.2987
C -0.4455 -0.4869 -1.2130
C 0.1225 0.9883 0.7645
C 0.6459 0.3154 -0.5505
H -1.1768 0.0386 2.8710
H 1.4413 -0.3311 -0.1777
H -1.2133 0.1864 -1.6065
H 1.0164 1.1946 -1.0830
H -0.1749 -0.9355 -3.1855
H 0.1573 0.5487 3.2510
H 1.0431 -1.3710 -2.2948
H -0.9137 -1.0977 -0.4397

[3]
15
Properties=species:S:1:pos:R:3 method="wB97M-V/def2-TZVPD" homo_lumo_gap_ev=5.49 multiplicity=1 largest_force_ha_per_bohr=0.080 total_charge=-1 e_above_lowest_kj_mol=654.7
O 1.0765 0.8239 1.9845
O -1.6359 0.3092 -0.4509
O 0.4763 0.0832 -1.1166
N -0.0416 0.1706 1.5288
C -1.9824 -0.9183 0.1085
C 1.8828 0.3436 -0.9567
C -0.3178 0.6754 -0.1392
H 0.3653 -0.7492 1.3630
H -2.1223 -0.9010 1.1951
H -0.0471 1.7174 0.0458
H -3.0351 -1.1201 -0.2488
H 2.4482 -0.5182 -1.2700
H 2.1032 0.7449 -0.0260
H -1.5015 -1.8807 -0.3077
H 2.3312 1.2192 -1.7098

[4]
16
Properties=species:S:1:pos:R:3 method="wB97M-V/def2-TZVPD" homo_lumo_gap_ev=10.37 multiplicity=1 largest_force_ha_per_bohr=0.081 e_above_lowest_kj_mol=132.3
P 3.2830 0.2090 -0.0855
O 2.8783 0.6384 -1.5743
O 0.4258 -0.6666 -0.4236
O 3.0846 1.2184 0.9450
N 3.9770 -1.1651 -0.0747
C -0.2641 0.5920 1.3627
C -1.9179 -0.9305 0.1620
C -0.5354 -0.3280 0.2370
H -1.0786 0.6308 2.1310
H 4.3569 -1.2736 0.9342
H 0.3015 1.4417 1.1663
H -1.9501 -1.9197 -0.4339
H 2.9046 -0.0660 -2.1520
H 0.5351 0.0026 1.7293
H -2.3200 -0.0504 -0.2949
H -2.1947 -1.0425 1.1907

[5]
18
Properties=species:S:1:pos:R:3 method="wB97M-V/def2-TZVPD" homo_lumo_gap_ev=10.73 multiplicity=1 largest_force_ha_per_bohr=0.115 total_charge=+1 e_above_lowest_kj_mol=14.6
S -1.5593 -0.0968 -0.1465
S 1.4572 -0.1521 0.1682
O -1.2837 -1.1736 -0.9716
O 2.4896 0.7840 0.4510
O -2.4137 1.0244 -0.5117
O 0.9260 -1.0404 1.1053
N 0.1007 0.8902 -0.1537
C 1.5496 -1.1143 -1.3766
C 0.2092 2.1464 -0.1550
C -1.6622 -0.5848 1.5009
H -2.6846 -0.3959 1.9801
H 1.5959 -0.4357 -2.3881
H 1.2634 2.4729 -0.1336
H -0.8777 0.0233 2.1553
H -1.3331 -1.6401 1.4314
H 0.5650 -1.5673 -1.2661
H 2.3064 -1.8847 -1.3447
H -0.6488 2.7445 -0.3447

[6]
21
Properties=species:S:1:pos:R:3 method="wB97M-V/def2-TZVPD" homo_lumo_gap_ev=7.26 multiplicity=1 largest_force_ha_per_bohr=0.082 total_charge=-2 e_above_lowest_kj_mol=96.8
S 2.6784 0.9242 -0.1658
P 1.3908 -1.6442 0.0373
O 0.1726 -2.5347 0.3650
O 3.0373 0.4256 -1.7767
O 2.5658 2.3728 -0.2868
O 1.7857 -1.7279 -1.4223
O 2.6390 -1.9447 1.0478
O 3.8234 0.5156 0.6271
O 1.4642 0.2150 2.0118
N -1.9950 -0.9180 0.2378
C -1.3942 0.3580 0.7668
C 1.0801 0.0470 0.6148
C -0.1193 0.8583 0.1510
H -1.5687 -1.0866 -0.6339
H -0.0155 1.8917 0.5821
H -1.1807 0.2785 1.8486
H -2.2298 1.0335 0.5062
H 2.5587 -1.0866 1.6583
H 2.9532 -0.5836 -1.7822
H -1.5088 -1.6837 0.7086
H -0.2394 1.0878 -0.9394

[7]
14
Properties=species:S:1:pos:R:3 method="wB97M-V/def2-TZVPD" homo_lumo_gap_ev="6.45 / 6.02" multiplicity=1 largest_force_ha_per_bohr=0.063 total_charge=-1 e_above_lowest_kj_mol=538.5
S 3.2803 0.1807 0.0959
O -2.3949 0.0649 -1.3664
N -1.7552 -0.4758 -0.3751
C 0.3941 -0.1999 -1.0747
C -1.6032 0.3327 0.8455
C 1.1828 -0.6764 -0.0354
H 1.5481 -1.7621 -0.0207
H 0.9669 -0.2044 0.8378
H 0.2223 -0.7516 -1.9828
H 2.9603 1.3585 0.5543
H -0.0158 0.8128 -1.0511
H -0.9817 -0.3914 1.3931
H -2.6275 0.3729 1.3266
H -1.1766 1.3391 0.8530

[8]
14
Properties=species:S:1:pos:R:3 method="wB97M-V/def2-TZVPD" homo_lumo_gap_ev="6.92 / 7.11" multiplicity=1 largest_force_ha_per_bohr=0.067 total_charge=+1 e_above_lowest_kj_mol=529.3
S 1.4786 -1.3655 0.9678
O -0.8977 1.7008 -0.0657
N -2.1940 -0.2549 0.4214
C -0.9695 1.0982 -1.4445
C -0.9536 0.3424 -0.1849
C 2.8664 -1.2694 -0.1840
H -0.0399 1.2747 -1.9764
H 3.3048 -0.2297 -0.1011
H -2.9757 -0.4676 -0.3842
H 3.7297 -1.8472 0.3100
H 2.3657 -1.6205 -1.1066
H -1.9676 -1.0553 1.0650
H -2.6235 0.6320 0.9053
H -1.9326 1.2646 -1.9710